[1]
16
Properties=species:S:1:pos:R:3 method="wB97M-V/def2-TZVPD" de_lowest_kcal_mol=42.8 e_lumo_ev=0.8 e_homo_ev=-8.6 total_energy_ha=-271.68448 orbital_gap_ev=9.434 fmax_ha_per_bohr=0.0089 smiles="C/C=C/O.C=C"
C -2.012 1.048 0.194
C -0.863 0.601 -0.657
C -0.931 -0.429 -1.494
O 0.151 -0.842 -2.224
H -2.907 0.444 0.007
H -1.765 0.962 1.260
H -2.271 2.097 0.008
H 0.084 1.129 -0.563
H -1.849 -1.003 -1.630
H -0.108 -1.586 -2.777
C 2.481 -0.045 1.703
C 1.682 -0.763 0.921
H 3.335 0.496 1.303
H 2.315 0.032 2.775
H 0.826 -1.297 1.327
H 1.832 -0.842 -0.153

[2]
45
Properties=species:S:1:pos:R:3 method="wB97M-V/def2-TZVPD" de_lowest_kcal_mol=38.7 e_lumo_ev=0.1 e_homo_ev=-9.4 total_energy_ha=-1069.24715 orbital_gap_ev=9.493 fmax_ha_per_bohr=0.0538 smiles="NC(=O)[C@@H]1CCCN1.O.O.O.O.O.O.O.O.O"
N 1.828 1.368 0.216
C 0.985 1.032 1.243
O 1.541 0.646 2.271
C -0.478 1.453 1.113
C -1.307 0.240 1.456
C -1.670 -0.312 0.041
C -1.662 0.929 -0.871
N -0.789 1.940 -0.215
H 1.496 1.241 -0.735
H 2.785 1.052 0.278
H -0.642 2.259 1.823
H -2.152 0.326 2.142
H -0.676 -0.494 1.997
H -0.958 -1.014 -0.408
H -2.665 -0.777 0.087
H -1.122 0.776 -1.820
H -2.671 1.289 -1.055
H -1.340 2.788 -0.089
O -1.135 -3.038 -2.188
H -1.757 -3.632 -2.612
H -1.325 -3.082 -1.227
O 1.494 -2.288 -2.747
H 1.380 -1.339 -2.879
H 0.592 -2.660 -2.799
O -2.939 3.932 0.618
H -3.732 3.564 1.054
H -2.582 4.203 1.484
O 1.613 1.366 -3.410
H 1.835 2.257 -3.109
H 0.647 1.320 -3.442
O 0.758 -3.239 1.628
H 1.291 -3.180 0.804
H 0.838 -2.294 1.827
O 2.365 -2.080 -0.241
H 2.296 -2.272 -1.206
H 3.261 -1.999 0.073
O -1.724 -3.220 0.470
H -2.130 -3.673 1.226
H -0.769 -3.161 0.717
O 1.561 4.113 -1.611
H 1.320 3.398 -1.017
H 2.311 4.525 -1.184
O 1.113 -0.930 4.390
H 1.873 -1.291 3.928
H 1.039 -0.043 3.979

[3]
61
Properties=species:S:1:pos:R:3 method="wB97M-V/def2-TZVPD" e_lumo_ev=-1.3 e_homo_ev=-8.8 total_energy_ha=-4115.10203 orbital_gap_ev=7.509 fmax_ha_per_bohr=0.0255 smiles="OB(O)Oc1nnc(Br)nn1.CN(C)C=O.CN(C)C=O.CN(C)C=O.CN(C)C=O"
O 4.074 -5.886 1.396
B 3.905 -4.523 1.355
O 4.876 -3.721 0.872
O 2.691 -3.973 1.848
C 1.746 -4.102 0.891
N 0.888 -5.096 1.032
N -0.025 -5.219 0.096
C -0.008 -4.312 -0.863
Br -1.328 -4.478 -2.196
N 0.825 -3.312 -0.996
N 1.769 -3.213 -0.074
H 3.908 -6.245 0.516
H 4.472 -2.982 0.392
C 1.061 -2.640 5.833
N -0.103 -2.923 5.017
C -1.429 -2.806 5.599
C 0.004 -3.295 3.729
O -0.938 -3.539 2.998
H 1.094 -3.315 6.691
H 1.028 -1.610 6.196
H 1.966 -2.777 5.246
H -1.949 -3.762 5.544
H -2.017 -2.069 5.050
H -1.343 -2.500 6.639
H 1.047 -3.348 3.381
C -0.424 0.978 -4.660
N -0.898 -0.326 -4.223
C -0.329 -0.903 -3.019
C -1.837 -1.022 -4.875
O -2.270 -2.104 -4.516
H 0.649 0.931 -4.862
H -0.605 1.710 -3.875
H -0.942 1.285 -5.567
H 0.142 -1.858 -3.245
H -1.111 -1.082 -2.279
H 0.411 -0.222 -2.606
H -2.199 -0.514 -5.787
C -2.580 6.413 -2.418
N -1.800 5.369 -3.052
C -1.760 5.288 -4.502
C -1.108 4.470 -2.333
O -0.436 3.572 -2.819
H -3.631 6.324 -2.701
H -2.214 7.395 -2.723
H -2.497 6.328 -1.337
H -2.142 4.322 -4.835
H -0.734 5.387 -4.856
H -2.368 6.082 -4.927
H -1.197 4.603 -1.245
C 0.111 1.123 2.046
N 0.352 2.509 1.695
C 1.660 3.092 1.948
C -0.593 3.279 1.137
O -0.437 4.446 0.819
H 0.258 0.974 3.118
H 0.798 0.472 1.502
H -0.909 0.846 1.790
H 1.567 3.945 2.621
H 2.100 3.442 1.015
H 2.308 2.344 2.398
H -1.547 2.748 0.980

[4]
106
Properties=species:S:1:pos:R:3 method="wB97M-V/def2-TZVPD" de_lowest_kcal_mol=12.9 e_lumo_ev=0.1 e_homo_ev=-6.7 total_energy_ha=-10293.59410 orbital_gap_ev=6.780 fmax_ha_per_bohr=0.0165
Ti -0.150 0.954 1.336
N 0.413 0.097 5.199
C -0.119 1.444 5.050
C -0.286 1.772 3.582
O -1.365 1.419 2.982
N 0.635 2.310 2.821
C 2.020 2.112 3.155
C 2.473 0.824 2.445
O 3.650 0.503 2.381
O 1.493 0.136 1.929
H 0.480 -0.153 6.176
H 1.336 0.002 4.791
H 0.483 2.233 5.524
H -1.119 1.466 5.490
H 2.227 2.027 4.229
H 2.632 2.922 2.754
C -4.874 -0.870 1.356
C -3.611 -0.124 0.937
Ge -1.902 -0.965 1.514
C -2.120 -1.570 3.401
C -2.804 -2.922 3.577
C -1.890 -2.640 0.481
C -1.000 -3.094 -0.409
Ge 0.622 -2.028 -0.689
C 1.949 -2.473 0.715
C 2.661 -3.822 0.680
C 1.276 -2.177 -2.545
C 2.178 -3.333 -2.956
C -1.226 -4.370 -1.137
C -2.509 -4.741 -1.551
C -2.730 -5.935 -2.215
C -1.670 -6.786 -2.497
C -0.388 -6.420 -2.119
C -0.171 -5.220 -1.458
H -5.775 -0.396 0.957
H -4.976 -0.898 2.441
H -4.869 -1.902 1.001
H -3.639 0.901 1.317
H -3.553 -0.069 -0.154
H -2.665 -0.779 3.920
H -1.134 -1.598 3.862
H -3.788 -2.960 3.107
H -2.940 -3.159 4.635
H -2.207 -3.725 3.142
H -2.748 -3.283 0.687
H 1.394 -2.385 1.654
H 2.676 -1.665 0.745
H 1.974 -4.649 0.856
H 3.417 -3.871 1.467
H 3.170 -4.006 -0.267
H 1.779 -1.225 -2.734
H 0.381 -2.149 -3.169
H 3.062 -3.415 -2.324
H 2.534 -3.194 -3.979
H 1.652 -4.291 -2.926
H -3.338 -4.070 -1.367
H -3.732 -6.197 -2.526
H -1.841 -7.718 -3.019
H 0.451 -7.066 -2.343
H 0.840 -4.947 -1.179
N -1.270 2.410 0.459
S -1.029 3.385 -0.801
C -2.653 3.693 -1.501
C -2.890 4.853 -2.230
C -4.123 5.027 -2.836
C -5.104 4.051 -2.715
C -4.850 2.897 -1.993
C -3.616 2.707 -1.387
C -0.728 4.990 -0.058
C -1.634 5.559 0.830
C -1.322 6.762 1.434
C -0.115 7.393 1.150
C 0.778 6.823 0.260
C 0.474 5.611 -0.350
H -1.874 2.859 1.142
H -2.128 5.616 -2.319
H -4.319 5.928 -3.400
H -6.067 4.194 -3.186
H -5.610 2.133 -1.901
H -3.394 1.812 -0.827
H -2.581 5.075 1.036
H -2.021 7.212 2.126
H 0.125 8.333 1.629
H 1.717 7.312 0.040
H 1.173 5.145 -1.032
S -0.747 0.412 -1.874
C -0.103 -0.157 -0.466
C 2.656 1.406 -3.377
N 3.358 0.821 -2.257
C 3.203 1.153 -0.955
Se 2.153 2.511 -0.273
N 3.988 0.341 -0.223
C 4.672 -0.525 -1.052
C 5.577 -1.543 -0.793
C 6.088 -2.216 -1.890
C 5.707 -1.892 -3.195
C 4.791 -0.886 -3.453
C 4.281 -0.211 -2.355
H 2.028 2.208 -2.996
H 2.025 0.654 -3.852
H 3.375 1.802 -4.095
H 4.015 0.388 0.799
H 5.866 -1.796 0.216
H 6.798 -3.017 -1.733
H 6.127 -2.448 -4.021
H 4.482 -0.647 -4.461

[5]
17
Properties=species:S:1:pos:R:3 method="wB97M-V/def2-TZVPD" de_lowest_kcal_mol=44.7 e_lumo_ev=0.7 e_homo_ev=-8.1 total_energy_ha=-346.95412 orbital_gap_ev=8.804 fmax_ha_per_bohr=0.0249 smiles="C=C/C=C(/C)O.O"
C 2.076 1.119 -1.329
C 0.965 1.047 -0.585
C -0.269 0.368 -0.939
C -1.121 -0.113 -0.008
C -2.498 -0.613 -0.372
O -0.985 -0.085 1.334
H 2.951 1.649 -0.979
H 2.205 0.531 -2.229
H 0.950 1.447 0.420
H -0.608 0.099 -1.930
H -2.562 -0.794 -1.446
H -3.255 0.132 -0.122
H -2.787 -1.534 0.133
H -0.049 -0.116 1.596
O 1.610 -1.086 1.411
H 1.691 -1.092 0.446
H 1.771 -1.959 1.759